No. 1
A structure of composition C38H43Br4CsN8O5P2S. Source: OMol25; level of theory: ωB97M-V/def2-TZVPD.

Cartesian coordinates (Å):
Cs1 -0.04713 -0.10710 1.19142
N1 2.82046 2.09107 1.57815
C1 2.74602 3.43036 1.27986
C2 3.81451 4.04545 0.61135
C3 3.73611 5.36189 0.18538
C4 2.58031 6.09558 0.41232
C5 1.52165 5.48911 1.08110
C6 1.57457 4.17911 1.53824
C7 0.38814 3.60282 2.25030
C8 0.62027 2.92236 3.45668
C9 -0.42508 2.35889 4.16936
C10 -1.71456 2.52748 3.68266
C11 -1.92478 3.23482 2.49896
C12 -0.90344 3.80213 1.70943
H1 3.69721 1.60195 1.51616
H2 2.19623 1.66628 2.24162
H3 4.71178 3.46312 0.42336
H4 4.58199 5.80902 -0.32635
H5 2.50249 7.12325 0.07661
H6 0.59500 6.02348 1.25349
H7 1.62883 2.82973 3.85172
H8 -0.23276 1.77942 5.06301
H9 -2.54735 2.10533 4.24097
H10 -2.96324 3.34291 2.17080
N2 -3.71549 -0.09688 1.39645
C13 -4.54975 -0.65233 2.37578
C14 -4.76924 -0.00163 3.58143
C15 -5.59282 -0.57635 4.53753
C16 -6.23685 -1.77782 4.28056
C17 -6.04779 -2.40959 3.05816
C18 -5.18326 -1.86599 2.12161
S1 -4.82335 -2.67162 0.59266
N3 -4.53559 -1.35072 -0.43888
C19 -3.97984 -0.31209 0.06362
C20 -3.53962 0.79552 -0.84279
C21 -3.73787 0.74932 -2.21394
C22 -3.28719 1.82781 -2.95621
C23 -2.65219 2.88006 -2.31243
C24 -2.47931 2.82832 -0.93371
N4 -2.93610 1.80058 -0.22254
H11 -3.31578 0.82462 1.57633
H12 -4.26751 0.93825 3.77151
H13 -5.72775 -0.07867 5.48897
H14 -6.87981 -2.22506 5.02742
H15 -6.55059 -3.34286 2.83501
H16 -4.22386 -0.10577 -2.66213
H17 -3.41447 1.83749 -4.03263
H18 -2.27589 3.73011 -2.86761
H19 -1.94204 3.58314 -0.34822
Br1 3.22309 -3.68420 7.31171
C25 3.05245 -2.76149 5.65531
C26 4.10787 -2.70738 4.77342
Br2 5.76056 -3.56301 5.17159
C27 3.94503 -2.00481 3.55919
Br3 5.37203 -1.88972 2.28863
C28 2.76818 -1.34160 3.18321
O1 2.64083 -0.68982 2.09656
C29 1.61572 -1.43902 4.11256
O2 0.50874 -0.90624 3.78456
C30 1.83640 -2.12707 5.31878
Br4 0.33382 -2.19892 6.49188
C31 3.01627 -3.87861 -1.57026
N5 1.75318 -3.85937 -2.30221
C32 1.76630 -4.54137 -3.57883
P1 0.67386 -2.65618 -2.00255
O3 0.93275 -1.99829 -0.71657
O4 0.78961 -1.63124 -3.25203
P2 0.69585 -0.01006 -3.11523
O5 -0.41693 0.49719 -2.31139
N6 2.15995 0.51195 -2.59639
C33 2.30287 1.16407 -1.28807
C34 3.36683 -0.16837 -3.03459
N7 0.50133 0.31054 -4.74214
C35 0.23361 1.71150 -5.03895
C36 1.21079 -0.37282 -5.80341
N8 -0.80945 -3.33493 -2.28241
C37 -1.20213 -4.31447 -1.26618
C38 -1.92350 -2.46507 -2.67048
H20 3.27970 -4.91084 -1.32824
H21 2.92202 -3.31324 -0.64548
H22 3.82831 -3.44774 -2.16766
H23 2.06231 -5.58452 -3.43893
H24 2.47544 -4.07789 -4.27740
H25 0.77152 -4.52060 -4.02088
H26 1.38441 1.68224 -1.02678
H27 3.09547 1.91155 -1.35404
H28 2.55739 0.44508 -0.50612
H29 3.21786 -0.65276 -3.99961
H30 3.67563 -0.92743 -2.30647
H31 4.17922 0.55496 -3.13560
H32 -0.33667 2.15513 -4.22397
H33 -0.35982 1.78046 -5.95455
H34 1.15788 2.28682 -5.17809
H35 1.39085 -1.41077 -5.53506
H36 2.17108 0.10731 -6.03850
H37 0.60058 -0.35400 -6.71128
H38 -0.34190 -4.91558 -0.97461
H39 -1.96561 -4.97314 -1.68464
H40 -1.61123 -3.83199 -0.37285
H41 -1.63970 -1.82610 -3.50272
H42 -2.26698 -1.83492 -1.84522
H43 -2.75691 -3.09952 -2.97950

Results
**Orbital gap**: 3.806 eV
**LUMO level**: 3.073 eV
**DFT total energy**: -372399.404 eV
**Total charge**: -2

These are the Löwdin partial charges, in e, on atoms 1 to 99:
1 Cs 1.053
2 N 0.119
3 C -0.273
4 C -0.071
5 C -0.142
6 C -0.136
7 C -0.057
8 C -0.141
9 C -0.268
10 C -0.094
11 C -0.122
12 C -0.150
13 C -0.214
14 C -0.078
15 H 0.095
16 H 0.034
17 H 0.098
18 H 0.081
19 H 0.077
20 H 0.093
21 H 0.112
22 H 0.098
23 H 0.066
24 H 0.058
25 N 0.121
26 C -0.235
27 C 0.000
28 C -0.084
29 C -0.107
30 C -0.115
31 C -0.466
32 S 0.929
33 N -0.248
34 C -0.387
35 C -0.226
36 C -0.032
37 C -0.083
38 C -0.066
39 C -0.103
40 N 0.119
41 H 0.104
42 H 0.098
43 H 0.101
44 H 0.093
45 H 0.096
46 H 0.104
47 H 0.101
48 H 0.099
49 H 0.064
50 Br 0.594
51 C -0.793
52 C -0.796
53 Br 0.591
54 C -0.646
55 Br 0.627
56 C -0.485
57 O -0.285
58 C -0.494
59 O -0.323
60 C -0.652
61 Br 0.646
62 C -0.084
63 N -0.298
64 C -0.114
65 P 0.453
66 O -0.390
67 O -0.280
68 P 0.467
69 O -0.253
70 N -0.274
71 C -0.105
72 C -0.091
73 N -0.291
74 C -0.107
75 C -0.127
76 N -0.287
77 C -0.095
78 C -0.089
79 H 0.084
80 H 0.084
81 H 0.078
82 H 0.080
83 H 0.079
84 H 0.075
85 H 0.067
86 H 0.084
87 H 0.063
88 H 0.063
89 H 0.086
90 H 0.088
91 H 0.066
92 H 0.080
93 H 0.085
94 H 0.068
95 H 0.080
96 H 0.080
97 H 0.081
98 H 0.082
99 H 0.084

No. 2
A structure of composition C3H4OS. Source: OMol25; level of theory: ωB97M-V/def2-TZVPD.

Cartesian coordinates (Å):
C1 0.36062 -0.06429 0.20947
C2 2.60584 -0.64870 -0.06405
C3 -1.41464 0.22409 -0.28424
O1 1.33833 -1.17850 -0.05664
S1 1.91231 1.01545 -0.00030
H1 0.19742 -0.09946 1.28816
H2 -1.69883 1.09999 0.26310
H3 -1.89360 -0.69731 0.00395
H4 -1.40746 0.34872 -1.35945

Results
**Orbital gap**: 10.013 eV
**LUMO level**: 0.504 eV
**DFT total energy**: -16053.707 eV
**Total charge**: 0

Charges obtained by natural (NBO) population analysis, quoted in units of e:
1 C -0.021
2 C 0.136
3 C -0.554
4 O -0.534
5 S 0.129
6 H 0.184
7 H 0.220
8 H 0.220
9 H 0.219

No. 3
The molecule C15H29N3O2S. Source: OMol25; level of theory: ωB97M-V/def2-TZVPD.

Cartesian coordinates (Å):
C1 -4.99166 -0.69691 3.39704
C2 -5.58570 0.18594 2.61739
C3 -5.11785 0.59907 1.25139
N1 -4.04563 -0.20999 0.72554
C4 -2.74688 0.13927 0.83243
S1 -2.23388 1.66111 1.24451
N2 -1.83783 -0.84982 0.60903
N3 -0.49923 -0.50305 0.44835
C5 0.22696 -1.09708 -0.51934
O1 -0.23480 -2.03410 -1.15822
C6 1.64800 -0.59560 -0.66836
C7 1.74023 0.93553 -0.64736
C8 0.84888 1.58548 -1.70694
C9 0.68176 3.09700 -1.51651
C10 2.00336 3.83910 -1.69649
C11 -0.35748 3.62780 -2.50167
C12 2.52858 -1.19795 0.43993
C13 2.63403 -2.74291 0.47156
C14 3.68392 -3.12707 1.51981
C15 3.03237 -3.30807 -0.89506
O2 1.41832 -3.32386 0.90852
H1 -5.37668 -0.93614 4.37251
H2 -4.08882 -1.20997 3.10809
H3 -6.48097 0.69719 2.94298
H4 -4.75324 1.63163 1.29396
H5 -5.95778 0.56490 0.54897
H6 -4.25793 -1.18841 0.58891
H7 -2.06366 -1.66712 0.04562
H8 -0.29499 0.40600 0.85840
H9 1.99967 -0.94972 -1.64166
H10 2.78060 1.21149 -0.82663
H11 1.47452 1.31738 0.34130
H12 -0.14341 1.12927 -1.67430
H13 1.26193 1.38873 -2.69902
H14 0.31175 3.27728 -0.50092
H15 1.84658 4.91166 -1.60838
H16 2.42170 3.63449 -2.68010
H17 2.72758 3.54216 -0.94255
H18 -1.31618 3.13863 -2.34543
H19 -0.03923 3.44590 -3.52634
H20 -0.49643 4.69801 -2.36934
H21 3.53592 -0.79276 0.32700
H22 2.14162 -0.87663 1.40967
H23 3.41155 -2.70968 2.48515
H24 3.71905 -4.20863 1.61486
H25 4.66533 -2.76087 1.23303
H26 3.92183 -2.81011 -1.27224
H27 2.22236 -3.18359 -1.61073
H28 3.23958 -4.37165 -0.80193
H29 0.79228 -3.31335 0.17359

Results
**Orbital gap**: 9.484 eV
**LUMO level**: 0.698 eV
**Structure (SMILES)**: C=CCNC(=S)NNC(=O)[C@@H](CCC(C)C)CC(C)(C)O
**DFT total energy**: -35426.303 eV
**Total charge**: 0

Charges obtained by natural (NBO) population analysis, quoted in units of e:
1 C -0.400
2 C -0.183
3 C -0.270
4 N -0.583
5 C 0.283
6 S -0.278
7 N -0.437
8 N -0.465
9 C 0.692
10 O -0.680
11 C -0.321
12 C -0.379
13 C -0.399
14 C -0.212
15 C -0.607
16 C -0.599
17 C -0.396
18 C 0.253
19 C -0.612
20 C -0.645
21 O -0.739
22 H 0.206
23 H 0.193
24 H 0.204
25 H 0.257
26 H 0.209
27 H 0.393
28 H 0.419
29 H 0.438
30 H 0.232
31 H 0.215
32 H 0.193
33 H 0.204
34 H 0.200
35 H 0.199
36 H 0.210
37 H 0.199
38 H 0.204
39 H 0.212
40 H 0.198
41 H 0.206
42 H 0.209
43 H 0.214
44 H 0.213
45 H 0.218
46 H 0.204
47 H 0.207
48 H 0.219
49 H 0.218
50 H 0.484

No. 4
A structure of composition C47H42Br2FeN4O5PSe. Source: OMol25; level of theory: ωB97M-V/def2-TZVPD.

Cartesian coordinates (Å):
Fe1 -0.18009 0.57189 0.39761
Se1 -4.02864 7.00348 -0.92079
N1 -3.29813 6.32553 0.55815
C1 -2.68660 5.22740 0.21204
C2 -1.98979 4.36253 1.15920
C3 -1.93467 4.62947 2.52538
C4 -1.29987 3.72756 3.34684
C5 -0.74404 2.57710 2.79232
N2 -0.79887 2.30501 1.49528
C6 -1.40203 3.19310 0.68461
C7 -1.43602 2.86168 -0.74082
N3 -0.77773 1.75142 -1.09606
C8 -0.68672 1.43725 -2.38238
C9 -1.30579 2.19396 -3.37344
C10 -2.02354 3.31266 -3.01563
C11 -2.07945 3.67215 -1.66908
C12 -2.75302 4.87289 -1.18772
N4 -3.42126 5.68535 -1.95767
H1 -2.39020 5.53245 2.90960
H2 -1.21963 3.89415 4.41141
H3 -0.21739 1.87228 3.41971
H4 -0.08862 0.56536 -2.60889
H5 -1.21077 1.89212 -4.40654
H6 -2.52504 3.92867 -3.75019
O1 0.88477 0.20825 4.05028
C13 0.33982 -0.42668 3.17425
O2 0.66818 -0.45585 1.91600
C14 -0.88504 -1.31931 3.46585
P1 -1.16890 -2.13563 1.86863
C15 -2.76786 -2.95635 1.86016
C16 -3.77561 -2.63110 2.76802
C17 -5.00785 -3.26281 2.69799
C18 -5.25750 -4.19386 1.69997
C19 -4.27068 -4.49727 0.77107
C20 -3.03350 -3.88328 0.84840
C21 0.06671 -3.46369 1.77779
C22 1.30581 -3.22959 1.18369
C23 2.26669 -4.22896 1.17375
C24 2.00155 -5.45964 1.75701
C25 0.77036 -5.69550 2.35271
C26 -0.19795 -4.70341 2.36278
H7 -1.72285 -0.71903 3.82040
H8 -0.64177 -2.06393 4.22569
H9 -3.60145 -1.89454 3.54184
H10 -5.77541 -3.02348 3.42234
H11 -6.22331 -4.67960 1.64324
H12 -4.46444 -5.21141 -0.01774
H13 -2.26294 -4.13041 0.12759
H14 1.52332 -2.26531 0.74190
H15 3.22560 -4.03852 0.71049
H16 2.75567 -6.23606 1.74932
H17 0.55986 -6.65323 2.81064
H18 -1.15578 -4.89780 2.82840
C27 -5.84878 -3.86055 -2.66130
C28 -5.96514 -2.33580 -2.79137
C29 -7.41183 -1.94508 -2.48948
C30 -5.64320 -1.92711 -4.23523
C31 -4.97680 -1.66104 -1.83964
C32 -3.61824 -1.93006 -1.94349
C33 -2.73257 -1.30445 -1.09375
Br1 -0.89304 -1.72931 -1.24249
C34 -3.09937 -0.40274 -0.06862
O3 -2.20489 0.17343 0.69618
C35 -4.49112 -0.15155 0.05561
C36 -5.35957 -0.76807 -0.84545
C37 -5.12827 0.83018 1.06094
C38 -4.21481 1.28152 2.20374
C39 -5.56496 2.08382 0.28380
C40 -6.35708 0.19776 1.73382
H19 -6.53036 -4.35373 -3.35855
H20 -6.10705 -4.17880 -1.64955
H21 -4.83779 -4.20882 -2.87811
H22 -8.08208 -2.48451 -3.16143
H23 -7.58167 -0.87682 -2.63898
H24 -7.69162 -2.19915 -1.46484
H25 -6.33737 -2.40506 -4.93081
H26 -4.63081 -2.22036 -4.51708
H27 -5.72590 -0.84533 -4.35641
H28 -3.23425 -2.61162 -2.69237
H29 -6.40898 -0.52698 -0.76324
H30 -3.35564 1.83150 1.83937
H31 -3.84549 0.43357 2.78246
H32 -4.79068 1.93291 2.86768
H33 -4.72116 2.50432 -0.27080
H34 -5.93872 2.84714 0.97225
H35 -6.35509 1.85702 -0.43424
H36 -6.05751 -0.65102 2.35022
H37 -7.10675 -0.15001 1.02484
H38 -6.83623 0.93760 2.37976
Br2 5.34278 5.35031 2.00825
C41 4.49717 3.90673 1.11099
C42 5.00158 3.47315 -0.10375
C43 4.38033 2.41942 -0.75434
C44 3.25483 1.80816 -0.20960
C45 2.78706 2.25217 1.02096
C46 3.39649 3.30175 1.69109
C47 2.60981 0.68287 -1.00118
O4 3.22056 0.25392 -1.97241
O5 1.44959 0.24010 -0.65378
H39 5.86938 3.95499 -0.53254
H40 4.75051 2.05794 -1.70373
H41 1.95663 1.73563 1.47599
H42 3.03621 3.63230 2.65572

Results
**Orbital gap (alpha / beta)**: 6.534 / 5.544 eV
**⟨S²⟩**: 0.76
**LUMO level (alpha / beta)**: -1.098 / -2.119 eV
**DFT total energy**: -314727.793 eV
**Spin multiplicity**: 2
**Total charge**: 0

These are the Löwdin partial charges, in e, on atoms 1 to 99:
1 Fe 0.527
2 Se 1.119
3 N -0.220
4 C -0.335
5 C -0.083
6 C 0.020
7 C -0.009
8 C -0.058
9 N 0.098
10 C -0.126
11 C -0.112
12 N 0.067
13 C -0.081
14 C -0.005
15 C 0.023
16 C -0.082
17 C -0.341
18 N -0.219
19 H 0.122
20 H 0.117
21 H 0.098
22 H 0.089
23 H 0.116
24 H 0.122
25 O 0.055
26 C -0.675
27 O -0.183
28 C -0.167
29 P 1.153
30 C -0.345
31 C -0.076
32 C -0.081
33 C -0.065
34 C -0.067
35 C -0.095
36 C -0.334
37 C -0.082
38 C -0.057
39 C -0.075
40 C -0.078
41 C -0.084
42 H 0.088
43 H 0.108
44 H 0.096
45 H 0.107
46 H 0.108
47 H 0.105
48 H 0.104
49 H 0.090
50 H 0.112
51 H 0.105
52 H 0.105
53 H 0.107
54 C -0.048
55 C -0.555
56 C -0.065
57 C -0.046
58 C -0.172
59 C -0.094
60 C -0.532
61 Br 1.009
62 C -0.393
63 O -0.210
64 C -0.070
65 C 0.018
66 C -0.512
67 C -0.045
68 C -0.028
69 C -0.042
70 H 0.086
71 H 0.074
72 H 0.079
73 H 0.086
74 H 0.088
75 H 0.086
76 H 0.085
77 H 0.078
78 H 0.090
79 H 0.105
80 H 0.089
81 H 0.053
82 H 0.073
83 H 0.091
84 H 0.080
85 H 0.087
86 H 0.084
87 H 0.069
88 H 0.073
89 H 0.088
90 Br 0.712
91 C -0.695
92 C -0.123
93 C -0.015
94 C -0.116
95 C -0.018
96 C -0.120
97 C -0.577
98 O 0.033
99 O -0.162

Largest force on an atom: 0.607 4.792 0.658 1.072 (eV Å⁻¹)
Relative energy (zero: lowest compared OMol25 entry of this formula, charge and spin): 0.0 101.5 4.0 29.9 (kcal per mole)